{
  "formula": "C76H133N19",
  "method": "ωB97M-V/def2-TZVPD",
  "relative_energy_kj_mol": 171.9,
  "total_charge": 0,
  "e_homo_ha": -0.39833,
  "largest_force_ev_per_a": 5.76,
  "e_tot_ev": -109277.2924,
  "lumo_energy_ev": 0.19,
  "homo_lumo_gap_ev": 11.03,
  "symbols": ["H", "H", "H", "H", "H", "C", "H", "H", "H", "H", "C", "H", "C", "N", "H", "C", "C", "H", "H", "C", "H", "C", "C", "H", "C", "H", "H", "H", "C", "H", "H", "C", "H", "H", "H", "C", "C", "H", "H", "C", "H", "H", "C", "H", "H", "H", "C", "C", "H", "C", "C", "N", "C", "H", "H", "H", "H", "H", "H", "N", "H", "C", "H", "H", "H", "H", "C", "C", "H", "C", "H", "H", "C", "C", "H", "C", "H", "C", "H", "H", "H", "H", "C", "C", "H", "N", "N", "H", "H", "H", "H", "H", "H", "C", "H", "H", "C", "N", "H", "H", "C", "C", "C", "C", "H", "H", "H", "C", "H", "C", "C", "H", "H", "H", "C", "H", "C", "H", "H", "H", "H", "C", "H", "H", "C", "H", "H", "H", "N", "N", "H", "H", "C", "C", "C", "H", "H", "H", "H", "H", "H", "N", "H", "H", "C", "C", "C", "H", "H", "N", "H", "H", "H", "H", "H", "H", "H", "N", "N", "H", "C", "H", "H", "H", "H", "C", "C", "C", "H", "H", "H", "C", "C", "C", "C", "C", "C", "H", "H", "H", "C", "H", "H", "H", "C", "H", "N", "H", "C", "N", "C", "H", "C", "H", "N", "H", "H", "H", "C", "H", "H", "C", "C", "H", "N", "C", "N", "H", "C", "C", "H", "H", "H", "H", "C", "C", "H", "N", "H", "C", "H", "C", "C", "N", "H", "H", "C", "H"],
  "coordinates": [[-0.9894, -1.1612, 0.4647], [-3.1897, 5.2456, -0.1838], [-2.2945, -4.8527, -3.1581], [2.7270, 1.0969, 8.0563], [3.6839, -3.6637, -0.6261], [-2.3204, -5.8223, 2.3400], [-2.5425, 4.9927, 1.4855], [-4.1346, 2.7810, 2.7225], [-2.8654, -2.1360, -1.4609], [-0.1743, 1.5392, -6.8456], [-6.4388, -1.9631, 2.5272], [2.8526, 0.6284, 10.4102], [-7.7964, -2.3926, 3.1192], [1.6423, 3.4889, 3.0991], [-3.2024, 2.3760, -4.1686], [-2.7658, 3.1669, 5.0585], [-4.0744, 1.4363, -9.5700], [-0.8629, 4.9962, 4.0975], [4.3250, -7.3963, 5.5204], [4.5530, 1.3789, -5.3204], [1.5384, 2.1478, 8.7987], [2.5425, -7.8973, 4.3272], [1.6186, 3.0270, -6.7422], [3.0108, 0.1406, -0.1560], [-3.8420, -1.7542, -1.1632], [-6.3591, -0.8972, 2.3137], [5.1402, -0.4066, 4.3997], [1.0506, 0.1094, -1.2849], [-3.7978, 3.4053, 0.7060], [-5.0592, -1.8562, 4.3162], [-1.1799, 1.9576, 4.4696], [3.6601, 1.1424, 4.1465], [4.8043, 4.1143, 2.9840], [0.9130, -6.6018, 3.6286], [-3.7811, 2.8490, -6.6639], [-2.0862, 0.0604, -8.7346], [3.9010, -2.0238, -8.2140], [-6.4891, -0.9389, -1.8851], [-4.4232, -1.7413, -3.2048], [4.0628, -7.9511, 4.6195], [-2.9068, 2.7836, 0.7941], [0.1235, -3.4631, 2.2638], [-3.7611, -0.9489, 0.0566], [4.2411, 0.3599, 1.1101], [-3.4985, -0.4331, -2.7388], [-0.0497, 5.7435, 0.9678], [-3.5798, 3.9071, -6.4961], [1.7911, 1.1035, 8.6149], [4.2305, 4.2704, -5.5176], [-0.2569, 4.6168, -0.9328], [3.2252, -2.6913, -0.4468], [-5.4100, 4.4420, -3.2324], [2.3398, -0.9589, 4.0957], [6.7277, 3.4238, 0.8282], [1.1546, 5.0249, -2.5509], [2.2976, -8.6190, 3.5480], [0.2812, -2.4888, 5.7977], [-0.0472, 3.7866, -2.9534], [-8.6003, -2.5087, 2.3924], [4.4948, 5.4223, -0.7307], [-4.3107, -2.3942, 2.7723], [-1.0215, 0.8374, -1.4021], [0.9155, 0.0610, 11.8386], [-0.9983, 0.0039, -8.7695], [4.8588, 2.2852, -0.4043], [-5.9655, 0.0693, -3.1521], [-4.4056, 4.0168, -3.6130], [2.0982, -2.4630, 6.7905], [-3.4787, 2.3434, 5.0181], [-2.5325, 1.2838, -9.5559], [0.9836, 0.9814, 1.3588], [3.8825, -3.0176, -6.4740], [5.8587, 3.0726, 1.3847], [4.1736, 4.2777, -4.4291], [0.6849, -1.4319, 0.6231], [2.6277, -5.9707, 2.7064], [-1.9390, -4.3408, 1.0439], [1.5709, 3.0814, -1.8507], [4.4085, 5.3028, -4.1427], [0.0904, 2.0377, -4.4570], [-4.1879, 5.4788, 1.2175], [6.1392, 3.3935, -4.0818], [1.7830, -2.3682, -6.6851], [-0.7815, -4.2077, -2.0795], [1.6176, 3.3406, -7.7861], [-0.1391, 0.1362, 7.1529], [2.2894, -1.8446, -2.7673], [0.1321, -0.0823, 2.4432], [-1.8515, 2.9148, 3.1318], [-2.3572, 3.2041, 6.0684], [-7.7173, -3.3590, 3.6170], [-0.1703, 4.0983, 5.4548], [-2.3253, 3.6159, -3.2875], [0.6858, 0.3416, 10.8107], [2.6848, 2.9863, -6.5191], [-0.8807, -3.6595, 9.1069], [3.5323, -0.3420, 0.6706], [-6.7288, 4.4992, 2.6929], [-2.1393, 2.1309, -8.9940], [3.6664, 1.0232, 3.0630], [4.5806, 4.4057, -0.2608], [2.4293, 0.3991, 4.6947], [-5.1997, -2.4326, 3.4018], [0.7185, 0.5447, 7.8092], [-4.5617, 0.5818, -10.0395], [-1.1125, -4.7835, -5.4428], [5.3176, 1.0174, -3.4598], [-5.6482, -0.3118, -2.1814], [1.5018, -2.5269, -5.6440], [-1.6412, -2.7489, -4.7527], [-0.0310, -0.6520, 0.3637], [3.1246, 4.1290, -4.1731], [4.8225, 0.4161, 5.8709], [1.8842, -8.1510, 5.1581], [-4.3363, -1.0320, -2.3817], [-4.5325, 1.5544, -8.5880], [-2.5232, 0.1207, -7.3173], [2.7527, -0.5416, 1.4057], [-3.3567, 4.0672, 4.8904], [1.5246, 0.9512, 4.4402], [3.5811, 2.2104, 4.3493], [3.3555, -2.1485, -6.8677], [-2.6691, -2.8398, -4.4018], [5.7048, 5.2138, 1.9987], [-1.2174, -4.7977, -3.3161], [1.3741, 5.7732, -0.0633], [-6.3008, -2.4703, 1.5723], [0.9246, 4.2785, 0.8838], [2.3350, 2.2630, -1.5935], [-5.3258, -4.9427, 4.0949], [-4.4219, -2.6314, -0.8761], [-3.1390, 4.2728, -7.4236], [-5.2745, -3.8319, 3.7843], [5.1125, 3.2547, -3.7429], [0.5861, 4.1815, -2.1589], [0.1697, -3.9103, -4.6048], [-0.6055, -4.3795, 6.7290], [0.4370, -2.6225, 9.0094], [-2.0386, 1.3261, -10.5267], [3.6837, -1.2391, -6.3644], [1.3580, 0.8424, -7.0773], [4.3437, -1.9248, -9.2909], [-0.5697, -5.3903, 1.2665], [-5.6058, 0.6165, -1.6118], [-0.4752, 4.0268, 4.4108], [-0.9061, -4.0838, -4.6330], [4.6943, 1.7830, -3.9220], [0.8475, -4.8047, 7.6541], [-0.7265, -5.7708, -3.3225], [0.6588, 4.9306, -5.2314], [2.1071, -0.7168, 9.5696], [-0.2334, -4.3971, 3.6376], [-0.9579, 5.3944, -1.2360], [-2.3811, -3.3422, 4.0121], [5.8414, 1.1915, 4.5933], [0.1414, -3.6250, -7.3600], [-1.0671, -2.0617, 3.7684], [-2.8053, 0.1855, -6.1606], [-1.8516, 1.6003, -1.6529], [1.3595, -3.8499, 5.4687], [0.8536, 1.6095, -6.4898], [0.3370, 1.3736, 10.8495], [2.4148, -2.9139, 0.2474], [4.3459, -8.9935, 4.7658], [2.2317, -5.8965, 4.6742], [0.9882, -3.1851, 6.2486], [4.6565, 3.0457, 0.3499], [-3.0814, 3.4534, -4.0557], [-2.3539, 5.1242, -5.1435], [-5.1282, 1.8960, 1.6223], [3.7034, 2.8701, 0.8488], [2.6876, -2.2265, -1.7442], [-1.3599, -4.8658, 1.8036], [-1.6683, -2.8638, 3.3404], [-4.7737, 2.9017, 1.8478], [0.0834, 0.3744, 1.4547], [0.6632, 1.2789, -4.9901], [1.2542, -1.4859, -7.0456], [1.5998, 1.2510, -4.4332], [4.5519, -2.1756, 1.1764], [5.7180, 4.1988, 2.3957], [-4.2627, 3.2630, -0.2696], [0.2198, 0.2965, -4.8276], [-2.1999, -2.3155, 2.5626], [-5.8824, 3.7973, 2.3085], [-0.2462, -0.9870, -1.7263], [3.0298, -1.9065, 7.1748], [1.4654, -3.4390, -8.5461], [1.9796, -6.5642, 3.8503], [4.4449, 1.0454, -6.4439], [0.5725, 5.1361, 0.3105], [-0.8524, 3.7714, -0.5883], [-0.7209, -3.8893, 2.8054], [6.0983, 2.1078, 1.8317], [2.2276, -2.0164, 3.6582], [-1.6912, 3.5647, -5.6435], [-0.1282, -0.3172, 10.5083], [1.6158, -4.5154, -7.1005], [-2.6104, 4.0948, -5.3941], [-1.7448, -2.4308, -5.7900], [-4.4789, 4.4944, -6.3098], [-3.3900, 4.8553, 0.8140], [4.1854, -1.6953, 0.2691], [-8.2135, -1.6171, 3.7617], [-3.0711, -6.6452, 2.7497], [1.2223, -3.5775, -7.4926], [-3.7002, -0.2946, 0.9860], [-1.1478, -1.9501, -4.1988], [0.0146, -0.1546, -1.0726], [-0.3117, -3.0914, 8.3709], [-0.9302, -2.2927, 7.9615], [-0.8416, 0.9510, 1.4643], [5.0399, -1.4804, -0.3726], [4.6849, -7.5574, 3.8157], [-1.5830, 2.9305, 4.1880], [0.2431, -3.9773, 7.2824], [-4.3408, 2.2867, -10.1977], [3.1281, -5.5083, 1.7533], [6.5674, 4.0386, 3.0598], [4.9575, 0.5893, 4.8033], [2.5710, 0.3318, 5.7734], [1.9332, 0.2982, 9.9267], [1.0977, 4.1095, -5.8461], [-0.4011, -3.7500, -1.0851], [3.7117, 1.6624, -3.4660], [-2.3872, -0.9101, -9.1291], [0.7289, 3.7541, 3.6867], [5.0095, 3.4286, -2.6718]]
}